{
  "formula": "C29H78N6O12PSn2",
  "method": "ωB97M-V/def2-TZVPD",
  "mol_weight_g_mol": 971.37,
  "homo_ha": -0.366,
  "e_lumo_ev": -6.934,
  "e_tot_ev": -85784.0379,
  "charge": 1,
  "elements": ["H", "C", "H", "H", "N", "H", "O", "C", "H", "H", "O", "H", "H", "O", "H", "H", "H", "Sn", "N", "O", "C", "H", "Sn", "C", "H", "H", "H", "H", "H", "H", "H", "C", "H", "H", "H", "C", "C", "C", "H", "N", "H", "C", "H", "H", "C", "N", "C", "H", "H", "H", "O", "C", "H", "O", "C", "N", "H", "O", "H", "H", "O", "O", "N", "H", "H", "P", "C", "C", "C", "H", "O", "C", "C", "H", "C", "C", "C", "H", "H", "H", "H", "H", "H", "O", "H", "C", "H", "H", "H", "C", "H", "H", "H", "H", "H", "H", "H", "H", "O", "H", "H", "H", "H", "H", "H", "C", "C", "C", "H", "H", "H", "H", "H", "H", "C", "H", "H", "H", "C", "H", "H", "H", "H", "H", "H", "H", "C", "H"],
  "xyz": [[-1.4982, -5.8033, 2.0263], [-1.3811, -5.2032, 4.5771], [-2.1470, 3.6307, 5.9548], [-1.4339, -1.6161, -0.9710], [0.5517, -4.0081, 5.6005], [-2.0778, -0.7825, -2.0417], [-1.6622, 2.1875, 4.8630], [-0.8813, -4.4650, 5.7833], [-1.5267, 4.0984, 1.6747], [4.6969, -0.0939, -7.9164], [3.2361, -1.6273, -7.9046], [0.1946, -2.3994, 6.9562], [1.2203, -1.6117, -7.5657], [3.9947, -0.1868, 2.0461], [-1.2241, 6.0608, 2.6027], [-4.7178, -0.0720, -2.0360], [1.6295, 3.8964, -0.5255], [3.8633, -2.5050, -1.0380], [1.1995, -1.5180, -4.7234], [1.3187, -1.9206, -1.8315], [-1.8891, -4.8197, 2.2995], [-0.9863, 1.3779, -0.4663], [-0.1681, -4.3577, -1.7814], [2.1910, -1.9176, -5.6772], [-4.6291, -1.7563, -2.6764], [-2.3172, -5.6950, 4.8665], [-1.0856, 4.2385, 4.6938], [0.8569, -0.5534, -4.7369], [0.0166, 0.5919, 1.9013], [3.2200, 2.1156, 1.2934], [-0.5419, 7.0179, 1.2660], [-0.4500, 2.1342, -4.7156], [1.8290, 0.2969, 4.3854], [-7.2641, -0.2588, -1.8872], [-0.7892, -0.7396, 1.5011], [-0.2645, 3.0805, 0.3042], [-3.5102, -1.4918, -0.9218], [-0.9181, 4.4011, 0.8180], [-0.6426, -5.9666, 4.2995], [-0.4156, -0.2397, 2.2897], [0.1628, 1.8224, 3.8608], [6.1641, 0.3171, 0.9821], [6.8594, 1.1554, 1.0646], [2.6622, -3.9334, -6.5308], [-3.2933, -0.5028, 0.2419], [0.0311, 0.9380, -3.9874], [2.1293, -1.2539, -7.0818], [-0.8517, -5.0208, 6.7241], [-1.6045, 2.6596, -1.2529], [-3.2807, 0.5314, -0.1093], [-5.8105, -1.4280, -0.9679], [2.0501, -0.2186, 5.3207], [-0.0400, 1.1200, -6.4111], [-2.4548, 3.4752, -5.3137], [-0.3034, 6.3211, 2.0727], [-2.2160, -1.7004, -1.6192], [3.1398, -1.6336, -5.2034], [0.1433, 5.1563, 1.4017], [-4.0736, -0.4142, 0.9981], [-6.8483, -1.8071, -2.6524], [-0.0545, 0.0223, -0.8478], [2.1563, -1.5977, 5.1551], [-1.3518, 2.3258, -0.3318], [0.8530, 1.2381, -3.4701], [-0.5012, 0.7197, -3.1478], [0.7597, -1.2445, -0.5555], [4.1113, 1.8022, 0.7490], [0.9674, -3.1222, 6.6932], [2.1669, -3.5003, -5.6587], [-2.5038, 1.9652, -3.8616], [-1.4745, -4.3069, 3.5562], [-1.3410, 0.2831, 3.2721], [4.5121, -1.1046, -7.5528], [0.3444, 3.7195, -1.6622], [-7.0423, -1.3125, -1.7000], [0.2807, 2.1022, -6.0547], [-1.2213, 3.4292, 5.4182], [1.1721, -4.8030, 5.6917], [1.2840, -1.7342, -3.7413], [3.3258, -0.3199, 1.3622], [4.5310, -1.2417, -6.4702], [5.2698, -1.7888, -7.9336], [1.3680, 2.1825, -6.0732], [-0.1623, -2.3177, 0.1784], [4.7159, 2.6897, 0.5547], [-4.7239, -1.1357, -1.7789], [6.5743, -0.4849, 1.5963], [1.1295, -3.7452, 7.5795], [-0.5631, -0.9510, 4.8516], [-0.9239, 1.7098, 3.7803], [-1.8912, -1.7295, 3.9588], [-3.6632, -2.4339, -0.3899], [-2.2426, 5.4331, -4.7427], [-2.3749, 1.5533, -5.5947], [0.1242, 2.5256, 1.1555], [1.1571, -3.8791, -5.8257], [-2.3258, 0.4640, 2.8281], [-1.3821, 4.4959, -3.7603], [2.0539, -1.0327, 0.3084], [-2.1325, -0.4497, 5.1628], [3.0776, -3.1597, 6.1595], [5.2151, 1.4825, 2.5100], [1.2147, 2.2810, -1.1997], [0.0016, 2.8379, -6.8110], [-0.2449, 3.3015, 5.8874], [-2.0234, 2.2241, -4.8082], [4.9317, 0.8596, 1.6619], [-2.3380, 4.4435, -4.2846], [0.4524, 6.6405, 2.7866], [2.9958, 0.2072, 5.6647], [1.1669, 0.0257, 5.9188], [2.6176, -3.8634, -4.7339], [-1.5279, 5.0212, 0.1574], [6.0415, 0.0504, -0.0692], [2.2863, -2.4197, 6.2987], [-2.9804, -4.8786, 2.2935], [-3.2235, 4.5456, -3.6561], [-1.5633, -3.6274, 5.9353], [0.8219, 3.2208, -0.8159], [2.0316, -0.1701, -6.9948], [-7.8452, -1.6846, -1.0681], [-2.3371, -0.7990, 0.6565], [-1.1593, 2.3876, 2.9523], [-0.0300, 2.9984, -4.1964], [2.6383, -1.9644, 7.2305], [3.7498, 1.3632, -0.1823], [-1.5069, -0.7806, 4.3290], [-1.6068, -4.0715, 1.5568]],
  "atomic_forces_ev_per_a": [[0.3, -0.1, 0.3], [0.8, -1.4, 1.2], [0.8, 0.7, 1.1], [-0.8, -0.6, 0.6], [-1.5, 0.6, 0.0], [0.3, -0.3, -1.2], [0.4, -0.7, 0.1], [2.0, 0.5, 0.5], [-0.6, -0.1, -0.3], [-0.2, 0.1, 0.2], [-0.6, -0.1, -0.4], [0.0, 0.1, -0.3], [0.1, 0.0, -0.3], [1.6, 0.0, 0.5], [-0.1, 0.3, 0.3], [0.1, 0.1, -0.3], [0.2, -0.2, 0.1], [-3.8, 2.7, 1.4], [-1.8, 0.8, -0.5], [1.8, -3.1, -1.9], [-0.6, 0.7, 0.6], [-0.5, 0.5, 0.1], [-0.4, 4.4, 1.4], [0.8, -1.4, 1.2], [-0.6, 0.0, -0.3], [-0.2, -0.1, -0.4], [-0.1, -0.2, -0.5], [0.0, -0.2, -0.3], [0.4, -0.3, -0.5], [0.0, 0.1, 0.0], [0.0, 0.7, 0.5], [0.5, 0.8, 0.5], [0.2, -0.7, -0.4], [0.1, 0.1, -0.1], [-0.5, -0.1, 0.4], [-0.8, 0.8, -2.7], [0.3, -0.6, 2.0], [1.9, -0.7, 1.5], [-0.1, -0.4, 0.1], [1.4, 1.6, 0.1], [0.2, -0.3, 0.7], [0.4, 0.7, 1.2], [0.4, -0.2, -0.5], [0.7, 0.1, 0.2], [-0.1, 0.6, -0.7], [-0.2, 0.4, 1.0], [0.1, -0.7, 0.7], [-0.8, -0.6, -0.1], [0.2, 0.5, 0.0], [0.7, 0.0, -0.3], [-1.1, -0.2, -0.2], [-0.3, 0.5, 0.2], [0.5, 0.0, -0.7], [0.6, 0.2, 1.5], [-0.5, -0.9, -0.8], [-0.3, 1.1, -0.7], [0.6, -0.1, -0.5], [0.5, -0.2, -0.1], [-0.1, -0.9, 0.0], [-0.8, -0.3, -0.1], [2.1, -2.5, 0.0], [0.3, -1.0, -0.2], [-0.4, -1.1, 1.1], [0.5, 0.0, -0.4], [-0.8, 0.0, -0.2], [-1.6, 1.5, 2.4], [0.6, 0.4, 0.7], [0.6, -0.3, -0.8], [0.1, 0.9, -1.6], [0.1, 0.1, 0.2], [-0.3, 0.8, -1.9], [-1.2, -0.1, 0.7], [-0.7, -1.0, 0.8], [-0.1, 0.0, -0.1], [1.0, 0.6, 0.4], [-1.1, -0.6, -1.0], [-0.9, -0.8, -1.0], [-0.3, -0.3, -0.3], [0.7, -0.3, -0.3], [-0.3, 0.3, 0.1], [0.8, 0.8, 0.1], [-0.1, 0.1, -0.3], [0.0, -0.3, 0.8], [0.9, -1.4, -2.1], [-0.2, 0.1, -0.3], [1.6, -0.5, 0.5], [0.0, -0.2, -0.3], [0.2, 0.3, 0.4], [0.3, -0.3, -0.5], [0.1, -0.1, -1.6], [0.1, 0.1, -0.2], [-0.7, -0.2, -0.4], [-0.5, 0.0, -0.6], [0.1, -0.5, 0.3], [-0.1, 0.1, 0.0], [-0.3, 0.3, 0.6], [-0.2, 0.0, -0.1], [-0.1, -1.0, 0.5], [2.0, -1.2, -1.3], [-0.5, 0.1, -0.3], [-0.2, -0.2, -0.7], [0.0, -0.6, 0.5], [-0.1, -0.2, 0.5], [-0.6, 0.2, 0.3], [-0.3, 0.1, 0.8], [1.2, -0.3, -1.4], [-2.7, -0.3, -1.7], [0.1, 2.1, -0.9], [0.0, 0.2, -0.3], [-0.1, 0.1, 0.5], [0.3, 0.2, 0.6], [-0.1, -0.2, 0.0], [0.1, -0.3, -0.6], [-0.2, -0.1, -0.1], [-0.6, -0.1, 1.0], [-0.1, -0.2, -0.1], [0.1, -0.6, 0.3], [0.4, 0.4, 0.0], [-0.1, 1.4, 0.8], [0.2, 0.1, 0.2], [0.1, -0.4, -0.3], [-0.2, 0.5, 0.5], [0.0, 0.0, -0.4], [-0.6, 0.3, 0.3], [0.0, 1.0, -0.2], [0.3, -0.2, -0.1], [0.1, 0.4, 1.7], [0.2, 0.0, 0.0]],
  "lowdin_charge": [0.08, -0.28, 0.10, -0.05, -0.05, 0.07, -0.18, -0.18, 0.10, 0.09, -0.19, 0.11, 0.13, -0.08, 0.08, 0.13, 0.07, 1.54, 0.03, -0.63, -0.09, 0.00, 1.44, -0.42, 0.12, 0.13, 0.07, 0.02, 0.05, 0.08, 0.09, -0.39, 0.07, 0.09, 0.00, -0.37, -0.38, -0.18, 0.12, 0.08, 0.12, -0.07, 0.09, 0.07, -0.04, 0.03, -0.16, 0.12, 0.06, 0.07, -0.18, -0.13, 0.07, -0.16, -0.10, 0.07, 0.10, -0.22, 0.09, 0.08, -0.32, -0.18, 0.03, 0.08, 0.05, 0.01, -0.06, -0.22, -0.05, 0.11, -0.18, -0.40, -0.09, 0.06, -0.07, -0.06, -0.07, 0.10, -0.01, -0.01, 0.06, 0.09, 0.07, -0.48, 0.09, -0.24, 0.08, 0.11, 0.06, -0.20, 0.07, 0.13, 0.09, 0.13, 0.11, 0.07, 0.12, 0.07, -0.44, 0.08, 0.11, 0.14, 0.05, 0.08, 0.09, -0.17, -0.45, -0.12, 0.09, 0.09, 0.08, 0.05, 0.13, 0.06, -0.22, 0.09, 0.09, 0.12, -0.05, 0.11, 0.09, 0.04, 0.10, 0.11, 0.12, 0.07, -0.05, 0.06]
}